[1]
C3H5N3 as an isolated structure. Source: OMol25; level of theory: wB97M-V/def2-TZVPD.

Structure (XYZ):
```
11
Properties=species:S:1:pos:R:3:mulliken_charge:R:1
N 1.082 -0.361 -1.044 -0.513
C -0.087 0.277 -0.809 -0.195
C -0.099 1.167 0.267 -0.220
N -0.610 0.469 1.309 -0.212
N -1.471 -0.586 0.747 -0.486
C -1.182 -0.655 -0.498 0.196
H 1.156 -0.822 0.474 0.218
H 1.870 0.295 -1.023 0.283
H 0.675 1.897 0.484 0.342
H 0.410 -0.306 1.366 0.172
H -1.596 -1.416 -1.149 0.415
```

Results
Total energy in eV: -7655.367
2S+1: 1
E_HOMO in hartree: -0.3305
Orbital gap in eV: 8.53
Total charge: 0
ΔE to the lowest compared entry with this formula, charge and spin in kJ/mol: 684.0

[2]
C13H34N8O11Zn2 as an isolated structure at a distorted geometry. Source: OMol25; level of theory: wB97M-V/def2-TZVPD.

Structure (XYZ):
```
68
Properties=species:S:1:pos:R:3:mulliken_charge:R:1
Zn 0.479 -0.045 2.556 1.180
Zn 3.268 -0.918 1.365 0.453
C 1.070 -0.751 0.157 2.005
O 0.258 0.117 0.479 -0.649
O 2.174 -0.412 -0.277 -0.760
O 1.229 -1.452 1.160 -0.985
C 2.839 0.139 3.642 1.533
O 1.767 -0.112 4.099 -0.736
O 3.528 -0.824 3.340 -0.732
O 2.499 0.574 2.525 -1.095
C -1.772 -1.631 3.971 0.658
O -1.011 -1.211 3.130 -0.712
N -2.859 -2.324 3.834 -0.409
N -1.840 -1.215 5.202 -0.379
H -3.349 -2.588 4.677 0.131
H -3.044 -2.711 2.920 0.226
H -1.287 -0.401 5.426 0.210
H -2.557 -1.557 5.826 0.136
C -1.683 1.521 -2.228 0.371
O -2.508 2.021 -3.043 -0.788
N -1.945 0.794 -1.218 -0.101
N -0.391 1.587 -2.287 -0.171
H -2.934 0.597 -1.161 0.200
H -1.230 0.461 -0.586 0.174
H 0.141 1.240 -1.501 -0.093
H -0.096 2.201 -3.033 0.231
C 2.584 3.028 -1.042 0.315
O 3.092 4.094 -1.314 -0.752
N 1.745 2.807 -0.050 0.081
N 2.869 1.959 -1.704 -0.160
H 1.722 3.605 0.569 0.180
H 1.360 1.879 0.056 -0.205
H 2.601 1.024 -1.433 0.228
H 3.576 2.070 -2.417 0.205
C 0.731 -1.981 -3.846 -1.226
C 1.427 -2.933 -2.895 0.692
C 1.872 -4.275 -3.542 -1.041
O 0.752 -5.055 -3.801 -0.325
C 1.009 -6.299 -4.445 -0.825
N 2.659 -2.358 -2.504 -0.641
H 0.333 -1.098 -3.346 0.242
H -0.159 -2.399 -4.315 0.396
H 1.361 -1.669 -4.679 0.319
H 0.830 -3.175 -2.017 0.324
H 2.628 -4.808 -2.966 0.462
H 2.363 -4.106 -4.501 0.334
H 1.827 -6.412 -5.156 0.330
H 0.131 -6.657 -4.982 0.274
H 1.260 -7.066 -3.712 0.307
H 3.078 -2.068 -3.376 0.309
H 2.314 -1.527 -2.046 0.132
C -2.753 1.261 2.306 -1.449
C -1.583 2.285 2.033 1.464
C -2.013 3.766 2.218 -1.063
O -3.128 4.177 1.370 -0.405
C -2.696 4.639 0.067 -0.589
N -0.504 1.815 2.963 -0.542
H -2.458 0.272 1.955 0.147
H -3.694 1.582 1.860 0.535
H -2.920 1.196 3.382 0.376
H -1.260 2.303 0.992 -0.567
H -1.066 4.273 2.029 0.469
H -2.207 4.021 3.260 0.400
H -1.840 5.312 0.110 0.276
H -3.413 5.300 -0.420 0.307
H -2.430 3.780 -0.550 0.160
H -0.933 1.788 3.877 0.336
H 0.186 2.548 3.035 0.293
```

Results
Total energy in eV: -145307.130
2S+1: 1
E_HOMO in hartree: -0.3156
Orbital gap in eV: 7.31
Total charge: 0

[3]
C6H13N as an isolated structure at a distorted geometry. Source: OMol25; level of theory: wB97M-V/def2-TZVPD.

Structure (XYZ):
```
20
Properties=species:S:1:pos:R:3:mulliken_charge:R:1
C 1.380 2.120 -0.099 -1.030
C 1.200 1.296 -1.322 -0.636
C 1.372 -0.300 -0.968 -0.595
C 0.356 -0.919 -0.112 0.501
N -2.954 -0.734 1.691 -0.585
C -1.993 -1.246 0.815 -0.575
C -0.833 -0.506 0.408 -0.095
H 1.784 3.077 -0.307 0.379
H 0.366 2.366 0.320 0.252
H 2.029 1.593 0.630 0.253
H 0.243 1.369 -1.724 0.408
H 1.933 1.552 -2.096 0.379
H 2.411 -0.570 -0.752 0.427
H 1.196 -0.725 -1.941 0.343
H 0.978 -2.785 0.263 0.736
H 0.699 -2.038 0.202 -1.197
H -3.068 -1.262 2.560 0.239
H -3.868 -0.622 1.324 0.206
H -2.120 -2.191 0.370 0.387
H -1.112 0.527 0.738 0.203
```

Results
Total energy in eV: -7915.532
2S+1: 1
E_HOMO in hartree: -0.2352
Orbital gap in eV: 5.41
Total charge: 0
ΔE to the lowest compared entry with this formula, charge and spin in kJ/mol: 704.4

[4]
C39H29AsF9N6ORe as an isolated structure. Source: OMol25; level of theory: wB97M-V/def2-TZVPD.

Structure (XYZ):
```
86
Properties=species:S:1:pos:R:3:mulliken_spin:R:1
Re -0.073 0.016 -0.082 0.960
N 1.608 1.107 0.840 -0.015
C 2.060 1.057 2.254 0.000
C 1.164 1.876 3.165 -0.003
C -0.214 1.250 3.416 0.008
C -1.385 1.769 2.599 -0.006
N -1.383 1.428 1.139 0.011
H 2.388 0.858 0.233 0.004
H 1.403 2.074 0.587 0.002
H 3.084 1.431 2.302 0.000
H 2.070 0.014 2.575 0.002
H 1.070 2.897 2.777 0.000
H 1.686 1.965 4.118 0.000
H -0.494 1.410 4.459 0.000
H -0.133 0.171 3.296 -0.006
H -1.441 2.856 2.683 -0.002
H -2.301 1.364 3.027 -0.002
H -1.153 2.258 0.591 0.007
H -2.344 1.226 0.870 0.001
F 1.929 1.322 -3.309 0.001
C 0.608 1.484 -3.440 -0.003
F 0.370 2.020 -4.633 0.001
F 0.046 0.275 -3.404 0.002
C 0.049 2.391 -2.300 0.018
O -0.048 1.785 -1.081 0.049
C -1.375 2.899 -2.707 -0.010
F -1.338 3.901 -3.574 0.000
F -2.093 1.900 -3.231 0.000
F -2.033 3.318 -1.612 -0.001
C 1.003 3.610 -2.109 0.001
F 2.103 3.224 -1.438 0.000
F 0.399 4.538 -1.356 -0.001
F 1.385 4.164 -3.249 0.000
N -1.449 -0.857 -1.117 -0.102
C -2.036 -1.523 -1.902 0.054
C -2.684 -2.302 -2.780 -0.098
C -3.696 -3.198 -2.314 0.017
N -4.511 -3.917 -1.940 -0.045
C -2.344 -2.230 -4.166 0.016
N -2.070 -2.178 -5.281 -0.046
C -1.197 -5.988 -0.682 -0.001
C -2.129 -5.573 0.257 0.001
C -1.967 -4.361 0.913 0.000
C -0.868 -3.564 0.616 0.012
C 0.070 -3.976 -0.327 -0.011
C -0.096 -5.192 -0.973 -0.004
As -0.586 -1.883 1.518 -0.016
C -2.133 -1.642 2.620 0.012
C -3.418 -1.314 2.218 0.002
C -4.409 -1.176 3.181 0.001
C -4.098 -1.367 4.524 -0.001
C -2.813 -1.710 4.918 0.002
C -1.814 -1.859 3.963 -0.005
C -0.401 -2.232 4.227 0.003
C 0.147 -2.524 5.470 0.000
C 1.487 -2.875 5.565 -0.001
C 2.291 -2.938 4.432 -0.002
C 1.757 -2.645 3.184 0.001
C 0.421 -2.295 3.098 0.020
H -1.332 -6.931 -1.194 0.000
H -2.994 -6.186 0.469 0.000
H -2.698 -4.046 1.647 0.001
H 0.920 -3.349 -0.568 0.002
H 0.630 -5.517 -1.707 0.000
H -3.656 -1.189 1.167 0.000
H -5.420 -0.930 2.888 0.000
H -4.872 -1.256 5.272 0.000
H -2.599 -1.869 5.967 0.000
H -0.462 -2.487 6.363 0.000
H 1.908 -3.109 6.533 0.000
H 3.331 -3.220 4.523 0.000
H 2.378 -2.696 2.297 -0.002
N 7.617 -3.494 -5.363 0.016
C 6.720 -3.132 -4.746 -0.007
C 5.597 -2.678 -3.965 0.039
C 5.684 -1.474 -3.269 -0.018
C 4.609 -1.040 -2.520 0.042
C 3.442 -1.808 -2.457 -0.001
C 3.362 -3.011 -3.163 0.042
C 4.436 -3.446 -3.913 -0.018
C 2.327 -1.345 -1.696 0.183
C 1.370 -0.943 -1.046 -0.109
H 6.590 -0.886 -3.325 -0.001
H 4.664 -0.102 -1.985 0.002
H 2.453 -3.596 -3.124 0.005
H 4.382 -4.375 -4.463 0.000
```

Results
Total energy in eV: -139320.721
2S+1: 2
E_HOMO (spin up / spin down) in hartree: -0.4118 / -0.4264
Orbital gap (spin up / spin down) in eV: 5.36 / 6.49
Total charge: +1
ΔE to the lowest compared entry with this formula, charge and spin in kJ/mol: 64.1

[5]
A 2-piece molecular cluster, C3H9N2O2 overall at a distorted geometry. Source: OMol25; level of theory: wB97M-V/def2-TZVPD.

Structure (XYZ):
```
16
Properties=species:S:1:pos:R:3:mulliken_charge:R:1
C 1.674 0.987 0.764 -0.035
N 0.749 0.082 0.319 -0.264
C 1.036 -0.766 -0.841 -0.797
O 2.888 0.835 0.622 -0.655
H 1.190 1.854 1.185 0.350
H -0.237 0.472 0.121 0.550
H 1.262 -1.799 -0.579 0.212
H 1.873 -0.330 -1.430 0.305
H 0.138 -0.730 -1.474 0.245
N -1.870 -1.316 0.452 -0.598
C -2.292 -0.256 -0.552 -0.491
O -1.492 0.803 -0.560 -0.816
H -1.747 -0.883 1.382 0.153
H -2.666 -2.007 0.535 0.258
H -2.269 -0.809 -1.488 0.281
H -3.373 -0.027 -0.366 0.306
```

Results
Total energy in eV: -10332.426
2S+1: 1
E_HOMO in hartree: -0.1329
Orbital gap in eV: 7.87
Total charge: -1
ΔE to the lowest compared entry with this formula, charge and spin in kJ/mol: 188.1

[6]
C2H6AuFO2 as an isolated structure at a distorted geometry. Source: OMol25; level of theory: wB97M-V/def2-TZVPD.

Structure (XYZ):
```
12
Properties=species:S:1:pos:R:3:mulliken_spin:R:1
C -3.543 -0.615 -0.537 0.014
O -2.282 0.022 -0.518 0.109
C -1.166 -0.717 -1.044 -0.034
O -0.169 0.213 -1.139 0.759
Au -1.351 1.679 -0.627 2.018
H -4.261 0.085 -0.098 0.000
H -3.837 -0.849 -1.571 -0.002
H -3.504 -1.539 0.057 0.006
H -1.467 -1.142 -2.019 0.063
H -0.926 -1.528 -0.332 0.057
H 0.462 0.455 0.922 0.005
F 0.206 0.977 1.816 0.004
```

Results
Total energy in eV: -12660.266
2S+1: 4
E_HOMO (spin up / spin down) in hartree: -0.4749 / -0.6193
Orbital gap (spin up / spin down) in eV: 9.53 / 7.34
Total charge: +1